# 1
ORCA calculation (ωB97M-V/def2-TZVPD) on a cluster of 9 separate species, C42H78O27 in total.

Bonds (Å) are listed after each position.
CARTESIAN COORDINATES (ANGSTROEM)
1 C 15.63 15.11 14.87  C2 1.509, H8 1.047, H9 1.083, H10 1.116
2 C 15.30 15.23 16.34  C1 1.509, C3 1.485, O7 1.436, H11 1.093
3 C 16.40 15.57 17.27  C2 1.485, O4 1.414, H12 1.068, H13 1.092
4 O 15.85 16.50 18.18  C3 1.414, C5 1.320
5 C 14.80 17.05 17.61  O4 1.320, O6 1.205, O7 1.327
6 O 14.21 18.01 18.04  C5 1.205
7 O 14.46 16.38 16.52  C2 1.436, C5 1.327
8 H 16.12 15.93 14.44  C1 1.047
9 H 14.74 14.74 14.39  C1 1.083
10 H 16.41 14.31 14.80  C1 1.116
11 H 14.74 14.32 16.58  C2 1.093
12 H 17.21 16.02 16.73  C3 1.068
13 H 16.86 14.73 17.79  C3 1.092
14 C 10.68 10.97 15.82  C15 1.473, H21 1.098, H22 1.082, H23 1.122
15 C 10.74 11.08 17.29  C14 1.473, C16 1.496, O20 1.468, H24 1.127
16 C 10.01 10.06 18.11  C15 1.496, O17 1.406, H25 1.094, H26 1.077
17 O 10.94 9.14 18.60  C16 1.406, C18 1.337
18 C 12.17 9.50 18.22  O17 1.337, O19 1.188, O20 1.380
19 O 13.14 8.83 18.36  C18 1.188
20 O 12.13 10.76 17.64  C15 1.468, C18 1.380
21 H 11.38 11.78 15.58  C14 1.098
22 H 9.69 11.24 15.47  C14 1.082
23 H 10.90 9.96 15.40  C14 1.122
24 H 10.38 12.12 17.50  C15 1.127
25 H 9.39 9.61 17.33  C16 1.094
26 H 9.43 10.53 18.89  C16 1.077
27 C 13.59 15.16 20.50  C28 1.503, H34 1.083, H35 1.088, H36 1.098
28 C 12.74 14.30 19.61  C27 1.503, C29 1.521, O33 1.510, H37 1.072
29 C 11.42 14.98 19.28  C28 1.521, O30 1.430, H38 1.115, H39 1.099
30 O 11.12 14.60 17.93  C29 1.430, C31 1.305
31 C 12.26 14.31 17.36  O30 1.305, O32 1.167, O33 1.344
32 O 12.46 14.08 16.23  C31 1.167
33 O 13.30 14.28 18.20  C28 1.510, C31 1.344
34 H 13.53 16.20 20.19  C27 1.083
35 H 14.61 14.81 20.62  C27 1.088
36 H 13.28 15.08 21.55  C27 1.098
37 H 12.74 13.32 20.04  C28 1.072
38 H 11.38 16.09 19.39  C29 1.115
39 H 10.59 14.59 19.88  C29 1.099
40 C 11.22 18.13 16.94  C41 1.490, H47 1.104, H48 1.124, H49 1.102
41 C 12.11 18.68 15.88  C40 1.490, C42 1.551, O46 1.439, H50 1.098
42 C 12.41 17.73 14.69  C41 1.551, O43 1.369, H51 1.096, H52 1.098
43 O 11.60 18.20 13.69  C42 1.369, C44 1.357
44 C 11.00 19.37 14.02  O43 1.357, O45 1.208, O46 1.352
45 O 10.23 19.95 13.28  C44 1.208
46 O 11.51 19.80 15.20  C41 1.439, C44 1.352
47 H 11.84 17.53 17.63  C40 1.104
48 H 10.45 17.41 16.53  C40 1.124
49 H 10.68 18.87 17.54  C40 1.102
50 H 13.03 19.09 16.30  C41 1.098
51 H 12.23 16.68 14.93  C42 1.096
52 H 13.42 17.76 14.27  C42 1.098
53 C 10.14 13.77 13.39  C54 1.519, H60 1.090, H61 1.117, H62 1.088
54 C 10.40 12.48 12.63  C53 1.519, C55 1.528, O59 1.380, H63 1.081
55 C 9.76 12.51 11.24  C54 1.528, O56 1.400, H64 1.089, H65 1.087
56 O 10.87 12.40 10.38  C55 1.400, C57 1.346
57 C 12.05 12.39 11.02  O56 1.346, O58 1.168, O59 1.414
58 O 13.13 12.37 10.57  C57 1.168
59 O 11.76 12.41 12.40  C54 1.380, C57 1.414
60 H 10.62 13.79 14.37  C53 1.090
61 H 9.11 14.21 13.37  C53 1.117
62 H 10.81 14.53 12.98  C53 1.088
63 H 10.04 11.63 13.20  C54 1.081
64 H 9.37 13.52 11.13  C55 1.089
65 H 9.11 11.67 11.02  C55 1.087
66 C 16.59 11.47 18.72  C67 1.491, H73 1.075, H74 1.086, H75 1.084
67 C 15.29 11.29 19.43  C66 1.491, C68 1.513, O72 1.421, H76 1.122
68 C 15.24 10.04 20.29  C67 1.513, O69 1.417, H77 1.055, H78 1.067
69 O 15.74 10.53 21.52  C68 1.417, C70 1.314
70 C 15.44 11.81 21.57  O69 1.314, O71 1.211, O72 1.371
71 O 15.57 12.48 22.58  C70 1.211
72 O 15.00 12.30 20.37  C67 1.421, C70 1.371
73 H 17.39 11.55 19.43  C66 1.075
74 H 16.67 12.43 18.21  C66 1.086
75 H 16.71 10.62 18.06  C66 1.084
76 H 14.43 11.29 18.70  C67 1.122
77 H 15.85 9.23 19.98  C68 1.055
78 H 14.23 9.72 20.33  C68 1.067
79 C 18.25 21.78 22.44  O80 1.408, H88 1.074, H89 1.137, H90 1.113
80 O 18.73 20.46 22.37  C79 1.408, C81 1.463
81 C 18.75 19.85 23.71  O80 1.463, C82 1.547, H91 1.090, H92 1.100
82 C 19.24 18.41 23.49  C81 1.547, O83 1.447, H93 1.089, H94 1.085
83 O 18.26 17.49 22.95  C82 1.447, C84 1.399
84 C 17.77 17.72 21.67  O83 1.399, C85 1.551, H95 1.118, H96 1.077
85 C 16.81 16.57 21.26  C84 1.551, O86 1.413, H97 1.074, H98 1.107
86 O 17.60 15.48 20.81  C85 1.413, C87 1.424
87 C 17.88 14.56 21.86  O86 1.424, H99 1.075, H100 1.104, H101 1.069
88 H 18.28 22.15 21.43  C79 1.074
89 H 18.77 22.57 23.07  C79 1.137
90 H 17.18 21.83 22.77  C79 1.113
91 H 17.72 19.87 24.08  C81 1.090
92 H 19.42 20.38 24.40  C81 1.100
93 H 19.49 18.06 24.49  C82 1.089
94 H 20.08 18.37 22.80  C82 1.085
95 H 18.66 17.66 21.00  C84 1.118
96 H 17.29 18.68 21.54  C84 1.077
97 H 16.20 16.91 20.45  C85 1.074
98 H 16.21 16.18 22.10  C85 1.107
99 H 18.73 14.91 22.42  C87 1.075
100 H 17.99 13.56 21.41  C87 1.104
101 H 17.11 14.55 22.60  C87 1.069
102 C 11.74 17.88 25.83  O103 1.456, H111 1.114, H112 1.062, H113 1.083
103 O 13.05 17.81 25.21  C102 1.456, C104 1.444
104 C 13.94 16.92 25.92  O103 1.444, C105 1.474, H114 1.084, H115 1.096
105 C 13.95 15.51 25.51  C104 1.474, O106 1.419, H116 1.127, H117 1.087
106 O 12.75 14.89 25.96  C105 1.419, C107 1.449
107 C 12.49 13.60 25.36  O106 1.449, C108 1.568, H118 1.081, H119 1.090
108 C 13.50 12.51 25.87  C107 1.568, O109 1.424, H120 1.073, H121 1.112
109 O 13.07 12.14 27.17  C108 1.424, C110 1.419
110 C 13.99 11.43 27.98  O109 1.419, H122 1.099, H123 1.070, H124 1.107
111 H 11.12 17.00 25.52  C102 1.114
112 H 11.32 18.79 25.47  C102 1.062
113 H 11.79 17.96 26.90  C102 1.083
114 H 13.81 16.95 27.00  C104 1.084
115 H 14.89 17.34 25.56  C104 1.096
116 H 14.85 15.01 25.96  C105 1.127
117 H 13.99 15.44 24.42  C105 1.087
118 H 12.51 13.57 24.28  C107 1.081
119 H 11.51 13.32 25.74  C107 1.090
120 H 14.52 12.83 25.88  C108 1.073
121 H 13.41 11.64 25.17  C108 1.112
122 H 13.47 11.20 28.92  C110 1.099
123 H 14.85 12.04 28.14  C110 1.070
124 H 14.31 10.49 27.48  C110 1.107
125 C 12.21 9.10 22.32  O126 1.456, H134 1.094, H135 1.080, H136 1.103
126 O 12.51 10.53 22.24  C125 1.456, C127 1.374
127 C 11.72 11.19 21.33  O126 1.374, C128 1.544, H137 1.115, H138 1.075
128 C 10.21 11.15 21.62  C127 1.544, O129 1.448, H139 1.088, H140 1.123
129 O 9.62 12.12 20.72  C128 1.448, C130 1.417
130 C 8.28 12.46 21.04  O129 1.417, C131 1.504, H141 1.125, H142 1.070
131 C 7.81 13.49 20.05  C130 1.504, O132 1.352, H143 1.130, H144 1.107
132 O 7.64 12.83 18.88  C131 1.352, C133 1.404
133 C 7.00 13.59 17.89  O132 1.404, H145 1.090, H146 1.090, H147 1.095
134 H 11.31 8.89 22.91  C125 1.094
135 H 12.95 8.58 22.90  C125 1.080
136 H 12.14 8.65 21.32  C125 1.103
137 H 11.82 10.85 20.27  C127 1.115
138 H 12.07 12.20 21.39  C127 1.075
139 H 10.02 11.33 22.68  C128 1.088
140 H 9.85 10.11 21.40  C128 1.123
141 H 8.11 12.70 22.12  C130 1.125
142 H 7.70 11.58 20.87  C130 1.070
143 H 8.59 14.30 19.95  C131 1.130
144 H 6.83 13.91 20.33  C131 1.107
145 H 7.49 14.55 17.71  C133 1.090
146 H 6.00 13.86 18.24  C133 1.090
147 H 7.05 13.03 16.96  C133 1.095

## Properties
Net charge: 0
Energy above the lowest of the compared OMol25 structures with the same formula, charge and spin (kJ/mol): 364.6
LUMO (eV): 0.2
Electronic energy (a.u.): -3678.4656
SMILES string: C[C@H]1COC(=O)O1.C[C@H]1COC(=O)O1.C[C@H]1COC(=O)O1.C[C@H]1COC(=O)O1.C[C@H]1COC(=O)O1.C[C@H]1COC(=O)O1.COCCOCCOC.COCCOCCOC.COCCOCCOC
2S+1: 1


# 2
ORCA calculation (ωB97M-V/def2-TZVPD) on a cluster of 14 separate species, C42H78O42 in total.

Bonds (Å) are listed after each position.
CARTESIAN COORDINATES (ANGSTROEM)
1 C 7.38 -0.74 1.53  C2 1.489, O6 1.375, H7 1.090, H8 1.090
2 C 8.39 -1.83 1.45  C1 1.489, O3 1.370, H9 1.090, H10 1.090
3 O 7.81 -2.70 0.57  C2 1.370, C4 1.347
4 C 6.47 -2.54 0.68  O3 1.347, O5 1.226, O6 1.251
5 O 5.63 -3.36 0.34  C4 1.226
6 O 6.24 -1.42 1.19  C1 1.375, C4 1.251
7 H 7.53 0.00 0.74  C1 1.090
8 H 7.19 -0.38 2.54  C1 1.090
9 H 8.68 -2.20 2.43  C2 1.090
10 H 9.30 -1.45 0.97  C2 1.090
11 C -6.95 6.84 -2.69  C12 1.549, O16 1.385, H17 1.090, H18 1.090
12 C -6.12 5.60 -2.29  C11 1.549, O13 1.441, H19 1.090, H20 1.090
13 O -5.88 4.96 -3.56  C12 1.441, C14 1.424
14 C -6.86 5.42 -4.48  O13 1.424, O15 1.188, O16 1.412
15 O -7.04 5.03 -5.59  C14 1.188
16 O -7.57 6.49 -3.88  C11 1.385, C14 1.412
17 H -6.39 7.77 -2.69  C11 1.090
18 H -7.69 7.05 -1.92  C11 1.090
19 H -6.75 4.83 -1.83  C12 1.090
20 H -5.21 5.91 -1.78  C12 1.090
21 C -5.99 0.79 3.58  C22 1.552, O26 1.405, H27 1.090, H28 1.090
22 C -5.65 0.18 4.97  C21 1.552, O23 1.439, H29 1.090, H30 1.090
23 O -6.72 0.65 5.81  C22 1.439, C24 1.393
24 C -7.32 1.72 5.16  O23 1.393, O25 1.256, O26 1.372
25 O -8.14 2.52 5.69  C24 1.256
26 O -7.03 1.70 3.82  C21 1.405, C24 1.372
27 H -6.50 0.02 2.99  C21 1.090
28 H -5.05 1.08 3.11  C21 1.090
29 H -4.66 0.49 5.31  C22 1.090
30 H -5.56 -0.91 5.01  C22 1.090
31 C 4.43 1.67 8.19  O32 1.353, H37 1.090, H38 1.090, H39 1.090
32 O 5.67 1.36 7.77  C31 1.353, C33 1.308
33 C 6.36 0.48 8.46  O32 1.308, O34 1.242, O35 1.311
34 O 5.98 0.03 9.55  C33 1.242
35 O 7.40 0.18 7.72  C33 1.311, C36 1.405
36 C 8.44 -0.61 8.25  O35 1.405, H40 1.090, H41 1.090, H42 1.090
37 H 4.18 2.64 7.77  C31 1.090
38 H 4.24 1.89 9.24  C31 1.090
39 H 3.67 1.00 7.78  C31 1.090
40 H 9.30 0.05 8.42  C36 1.090
41 H 8.71 -1.32 7.47  C36 1.090
42 H 8.12 -1.07 9.18  C36 1.090
43 C -9.18 -0.34 -2.36  O44 1.413, H49 1.090, H50 1.090, H51 1.090
44 O -8.63 -0.04 -3.62  C43 1.413, C45 1.279
45 C -7.93 -0.89 -4.28  O44 1.279, O46 1.198, O47 1.365
46 O -7.90 -2.07 -4.08  C45 1.198
47 O -7.39 -0.22 -5.34  C45 1.365, C48 1.435
48 C -6.42 -0.78 -6.23  O47 1.435, H52 1.090, H53 1.090, H54 1.090
49 H -9.93 -1.12 -2.46  C43 1.090
50 H -9.50 0.56 -1.84  C43 1.090
51 H -8.36 -0.58 -1.67  C43 1.090
52 H -6.71 -1.71 -6.72  C48 1.090
53 H -5.43 -1.01 -5.85  C48 1.090
54 H -6.31 -0.02 -7.01  C48 1.090
55 C 9.40 -7.67 3.75  O56 1.404, H61 1.090, H62 1.090, H63 1.090
56 O 8.56 -7.07 4.70  C55 1.404, C57 1.302
57 C 7.34 -6.66 4.51  O56 1.302, O58 1.211, O59 1.309
58 O 6.58 -7.10 3.67  C57 1.211
59 O 7.07 -5.76 5.42  C57 1.309, C60 1.420
60 C 5.77 -5.20 5.54  O59 1.420, H64 1.090, H65 1.090, H66 1.090
61 H 10.37 -7.87 4.21  C55 1.090
62 H 9.50 -6.96 2.93  C55 1.090
63 H 8.93 -8.58 3.36  C55 1.090
64 H 4.99 -5.96 5.50  C60 1.090
65 H 5.54 -4.50 4.73  C60 1.090
66 H 5.70 -4.71 6.51  C60 1.090
67 C 2.44 12.67 -4.64  O68 1.395, H73 1.090, H74 1.090, H75 1.090
68 O 1.46 11.67 -4.59  C67 1.395, C69 1.338
69 C 1.71 10.41 -4.21  O68 1.338, O70 1.258, O71 1.352
70 O 2.86 9.95 -3.98  C69 1.258
71 O 0.56 9.71 -4.25  C69 1.352, C72 1.477
72 C 0.32 8.42 -3.56  O71 1.477, H76 1.090, H77 1.090, H78 1.090
73 H 2.08 13.57 -5.14  C67 1.090
74 H 3.26 12.30 -5.26  C67 1.090
75 H 2.85 12.85 -3.65  C67 1.090
76 H 1.18 8.02 -3.03  C72 1.090
77 H -0.29 7.73 -4.13  C72 1.090
78 H -0.16 8.70 -2.63  C72 1.090
79 C -1.97 5.63 4.22  O80 1.446, H85 1.090, H86 1.090, H87 1.090
80 O -0.69 4.95 4.15  C79 1.446, C81 1.322
81 C 0.27 5.42 3.37  O80 1.322, O82 1.214, O83 1.389
82 O 0.29 6.44 2.71  C81 1.214
83 O 1.36 4.57 3.52  C81 1.389, C84 1.386
84 C 2.61 4.91 3.01  O83 1.386, H88 1.090, H89 1.090, H90 1.090
85 H -2.50 5.68 3.27  C79 1.090
86 H -1.85 6.60 4.70  C79 1.090
87 H -2.62 5.11 4.91  C79 1.090
88 H 2.59 5.08 1.93  C84 1.090
89 H 3.39 4.20 3.28  C84 1.090
90 H 2.86 5.83 3.54  C84 1.090
91 C -0.59 1.35 -3.59  O92 1.385, H97 1.090, H98 1.090, H99 1.090
92 O 0.09 1.38 -2.38  C91 1.385, C93 1.352
93 C -0.30 0.67 -1.29  O92 1.352, O94 1.217, O95 1.339
94 O -1.39 0.13 -1.23  C93 1.217
95 O 0.54 0.77 -0.26  C93 1.339, C96 1.461
96 C 0.36 -0.06 0.93  O95 1.461, H100 1.090, H101 1.090, H102 1.090
97 H -1.36 2.12 -3.64  C91 1.090
98 H -1.11 0.42 -3.80  C91 1.090
99 H 0.04 1.44 -4.48  C91 1.090
100 H 0.52 0.45 1.88  C96 1.090
101 H 0.93 -0.99 0.98  C96 1.090
102 H -0.64 -0.48 1.10  C96 1.090
103 C -0.11 -10.76 -4.92  O104 1.451, H109 1.090, H110 1.090, H111 1.090
104 O -0.77 -9.47 -4.88  C103 1.451, C105 1.376
105 C -0.37 -8.44 -4.06  O104 1.376, O106 1.259, O107 1.304
106 O 0.54 -8.44 -3.19  C105 1.259
107 O -1.15 -7.42 -4.32  C105 1.304, C108 1.438
108 C -0.88 -6.12 -3.76  O107 1.438, H112 1.090, H113 1.090, H114 1.090
109 H -0.86 -11.50 -5.19  C103 1.090
110 H 0.22 -11.12 -3.95  C103 1.090
111 H 0.76 -10.76 -5.58  C103 1.090
112 H -0.64 -6.28 -2.71  C108 1.090
113 H -1.74 -5.44 -3.71  C108 1.090
114 H -0.16 -5.53 -4.32  C108 1.090
115 C -10.17 -5.97 3.26  O116 1.445, H121 1.090, H122 1.090, H123 1.090
116 O -8.80 -5.55 3.07  C115 1.445, C117 1.330
117 C -8.34 -5.33 1.84  O116 1.330, O118 1.315, O119 1.388
118 O -8.96 -5.40 0.69  C117 1.315
119 O -7.05 -4.81 1.88  C117 1.388, C120 1.435
120 C -6.25 -4.58 0.72  O119 1.435, H124 1.090, H125 1.090, H126 1.090
121 H -10.76 -5.15 3.67  C115 1.090
122 H -10.16 -6.80 3.97  C115 1.090
123 H -10.70 -6.24 2.35  C115 1.090
124 H -6.27 -5.46 0.07  C120 1.090
125 H -5.22 -4.40 1.04  C120 1.090
126 H -6.61 -3.76 0.09  C120 1.090
127 C 5.00 3.96 -6.57  O128 1.414, H133 1.090, H134 1.090, H135 1.090
128 O 5.29 2.59 -6.79  C127 1.414, C129 1.275
129 C 5.60 1.90 -5.76  O128 1.275, O130 1.225, O131 1.327
130 O 5.62 2.24 -4.58  C129 1.225
131 O 6.07 0.74 -6.20  C129 1.327, C132 1.426
132 C 6.91 -0.10 -5.42  O131 1.426, H136 1.090, H137 1.090, H138 1.090
133 H 5.64 4.50 -5.88  C127 1.090
134 H 4.03 3.99 -6.07  C127 1.090
135 H 4.82 4.33 -7.58  C127 1.090
136 H 7.38 -0.84 -6.08  C132 1.090
137 H 6.28 -0.50 -4.63  C132 1.090
138 H 7.68 0.54 -4.98  C132 1.090
139 C 2.11 -0.26 -11.22  O140 1.452, H145 1.090, H146 1.090, H147 1.090
140 O 2.15 -1.57 -10.58  C139 1.452, C141 1.420
141 C 1.02 -2.19 -10.00  O140 1.420, O142 1.232, O143 1.381
142 O -0.02 -1.56 -9.77  C141 1.232
143 O 1.21 -3.55 -9.90  C141 1.381, C144 1.462
144 C -0.04 -4.32 -9.82  O143 1.462, H148 1.090, H149 1.090, H150 1.090
145 H 3.16 -0.06 -11.45  C139 1.090
146 H 1.86 0.47 -10.45  C139 1.090
147 H 1.42 -0.25 -12.06  C139 1.090
148 H 0.17 -5.36 -10.06  C144 1.090
149 H -0.72 -4.01 -10.61  C144 1.090
150 H -0.56 -4.12 -8.89  C144 1.090
151 C -1.56 2.05 10.61  O152 1.438, H157 1.090, H158 1.090, H159 1.090
152 O -1.82 0.99 9.68  C151 1.438, C153 1.340
153 C -1.19 -0.19 9.78  O152 1.340, O154 1.228, O155 1.289
154 O -0.27 -0.51 10.53  C153 1.228
155 O -1.67 -0.92 8.83  C153 1.289, C156 1.422
156 C -1.07 -2.15 8.45  O155 1.422, H160 1.090, H161 1.090, H162 1.090
157 H -1.84 2.97 10.10  C151 1.090
158 H -0.48 2.16 10.74  C151 1.090
159 H -2.13 2.00 11.54  C151 1.090
160 H 0.01 -2.06 8.49  C156 1.090
161 H -1.38 -2.40 7.43  C156 1.090
162 H -1.47 -2.96 9.06  C156 1.090

## Properties
Net charge: 0
Energy above the lowest of the compared OMol25 structures with the same formula, charge and spin (kJ/mol): 603.2
LUMO (eV): -0.3
Electronic energy (a.u.): -4807.0122
2S+1: 1